(1)
{"formula": "C30H26F5N7O4STi", "method": "ωB97M-V with the def2-TZVPD basis set", "homo_energy_ev": [-6.304, -6.313], "de_lowest_ev": 0.124, "homo_lumo_gap_ev": [5.32, 5.33], "elements": ["Ti", "C", "C", "N", "C", "C", "N", "C", "C", "C", "C", "C", "N", "C", "C", "N", "C", "C", "N", "C", "C", "C", "N", "C", "C", "H", "H", "H", "H", "H", "H", "H", "H", "H", "H", "H", "H", "N", "C", "C", "O", "O", "H", "H", "H", "H", "C", "O", "C", "C", "O", "C", "H", "H", "H", "H", "H", "H", "H", "H", "H", "H", "F", "C", "C", "F", "C", "F", "C", "S", "C", "F", "C", "F"], "coordinates": [[-0.417, -0.395, -0.234], [0.195, -3.470, 2.889], [-0.218, -2.887, 1.729], [0.338, -1.739, 1.267], [1.320, -1.194, 2.035], [1.680, -1.804, 3.256], [1.152, -2.920, 3.680], [1.921, -0.039, 1.456], [2.959, 0.731, 1.961], [3.521, 1.743, 1.192], [3.081, 1.877, -0.138], [2.050, 1.098, -0.598], [1.375, 0.246, 0.233], [1.620, 0.947, -1.966], [2.097, 1.700, -3.051], [1.750, 1.452, -4.293], [0.899, 0.428, -4.485], [0.377, -0.290, -3.439], [0.708, -0.032, -2.162], [4.598, 2.606, 1.716], [5.575, 2.117, 2.581], [6.562, 2.973, 3.040], [6.644, 4.257, 2.701], [5.710, 4.722, 1.875], [4.681, 3.950, 1.362], [-0.251, -4.391, 3.240], [-1.037, -3.285, 1.144], [2.435, -1.340, 3.881], [3.325, 0.542, 2.961], [3.597, 2.554, -0.805], [2.781, 2.523, -2.882], [0.627, 0.200, -5.507], [-0.315, -1.105, -3.609], [5.585, 1.075, 2.876], [7.332, 2.605, 3.708], [5.783, 5.772, 1.614], [3.937, 4.400, 0.717], [-2.174, -0.533, -1.666], [-2.577, 0.810, -2.115], [-1.884, 1.911, -1.305], [-2.279, 3.053, -1.424], [-0.867, 1.533, -0.596], [-2.062, -1.165, -2.449], [-2.858, -0.953, -1.041], [-3.654, 0.960, -2.072], [-2.273, 0.962, -3.152], [-4.161, -3.311, 0.112], [-2.842, -3.093, -0.365], [-2.504, -3.808, -1.526], [-1.022, -4.069, -1.514], [-0.283, -2.858, -1.432], [1.115, -3.152, -1.461], [-4.311, -4.365, 0.362], [-4.267, -2.697, 1.003], [-4.906, -3.003, -0.628], [-2.783, -3.245, -2.430], [-3.028, -4.769, -1.570], [-0.741, -4.603, -2.430], [-0.769, -4.707, -0.658], [1.651, -2.219, -1.316], [1.389, -3.598, -2.421], [1.377, -3.845, -0.656], [-5.521, 4.311, 0.667], [-4.760, 3.238, 0.869], [-3.570, 3.348, 1.563], [-3.189, 4.537, 2.028], [-2.781, 2.233, 1.760], [-1.635, 2.378, 2.419], [-3.144, 0.978, 1.273], [-2.122, -0.429, 1.519], [-4.349, 0.907, 0.585], [-4.744, -0.271, 0.056], [-5.154, 2.009, 0.377], [-6.295, 1.896, -0.311]], "lowdin_charge": [0.906, -0.111, -0.155, -0.070, -0.192, -0.067, 0.081, -0.191, 0.065, -0.148, 0.065, -0.200, -0.017, -0.178, -0.049, 0.092, -0.112, -0.112, 0.036, -0.179, -0.019, -0.144, 0.055, -0.141, -0.017, 0.106, 0.090, 0.116, 0.119, 0.121, 0.119, 0.107, 0.107, 0.109, 0.105, 0.106, 0.115, -0.017, -0.111, -0.623, 0.084, -0.144, 0.067, 0.044, 0.122, 0.126, -0.083, -0.253, -0.205, -0.192, -0.252, -0.087, 0.094, 0.077, 0.096, 0.127, 0.134, 0.136, 0.132, 0.072, 0.099, 0.097, 0.135, -0.137, -0.141, 0.134, -0.244, 0.104, -0.485, 0.784, -0.241, 0.061, -0.146, 0.118]}

---

(2)
{"formula": "C42H39Cl57IN2O3P", "method": "ωB97M-V with the def2-TZVPD basis set", "homo_energy_ev": -8.542, "homo_lumo_gap_ev": 7.62, "elements": ["C", "C", "C", "N", "C", "C", "C", "C", "C", "N", "C", "C", "C", "C", "C", "C", "C", "C", "O", "C", "C", "C", "C", "C", "C", "P", "O", "I", "C", "O", "H", "H", "H", "H", "H", "H", "H", "H", "H", "H", "H", "H", "H", "H", "H", "H", "H", "H", "H", "H", "C", "Cl", "Cl", "Cl", "H", "C", "Cl", "Cl", "Cl", "H", "C", "Cl", "Cl", "Cl", "H", "C", "Cl", "Cl", "Cl", "H", "C", "Cl", "Cl", "Cl", "H", "C", "Cl", "Cl", "Cl", "H", "C", "Cl", "Cl", "Cl", "H", "C", "Cl", "Cl", "Cl", "H", "C", "Cl", "Cl", "Cl", "H", "C", "Cl", "Cl", "Cl", "H", "C", "Cl", "Cl", "Cl", "H", "C", "Cl", "Cl", "Cl", "H", "C", "Cl", "Cl", "Cl", "H", "C", "Cl", "Cl", "Cl", "H", "C", "Cl", "Cl", "Cl", "H", "C", "Cl", "Cl", "Cl", "H", "C", "Cl", "Cl", "Cl", "H", "C", "Cl", "Cl", "Cl", "H", "C", "Cl", "Cl", "Cl", "H"], "coordinates": [[4.207, 4.618, 1.380], [2.896, 4.031, 1.981], [2.245, 2.960, 1.102], [1.254, 2.215, 1.932], [0.442, 1.374, 1.144], [-0.874, 1.734, 0.842], [-1.675, 0.875, 0.089], [-1.216, -0.327, -0.380], [0.093, -0.716, -0.092], [0.536, -1.989, -0.568], [0.902, 0.133, 0.666], [2.295, -0.307, 1.019], [3.269, -0.665, 0.092], [4.500, -1.104, 0.526], [4.792, -1.175, 1.938], [3.841, -0.763, 2.850], [2.612, -0.354, 2.367], [-3.098, 1.328, -0.152], [-3.691, 1.146, -1.198], [-3.738, 2.002, 1.050], [-2.940, 2.856, 1.802], [-3.376, 3.507, 2.937], [-4.686, 3.292, 3.349], [-5.488, 2.455, 2.604], [-5.061, 1.791, 1.459], [-6.143, 0.649, 0.496], [-7.481, 0.326, 1.444], [-4.978, -1.548, 0.465], [-1.504, 3.020, 1.327], [-0.936, 4.096, 1.323], [4.342, 4.385, 0.321], [5.042, 4.290, 2.006], [4.169, 5.711, 1.487], [2.169, 4.808, 2.263], [3.158, 3.534, 2.928], [2.985, 2.215, 0.772], [1.763, 3.373, 0.194], [0.714, 2.923, 2.413], [-1.850, -1.009, -0.943], [0.917, -1.899, -1.503], [1.261, -2.307, 0.070], [3.011, -0.593, -0.962], [5.206, -1.402, -0.244], [5.766, -1.535, 2.257], [4.041, -0.788, 3.918], [1.856, -0.040, 3.084], [-2.660, 4.131, 3.466], [-5.030, 3.781, 4.256], [-6.508, 2.270, 2.943], [-7.182, -0.347, 2.077], [-7.850, -2.816, -1.901], [-9.264, -3.309, -0.967], [-7.161, -4.193, -2.763], [-8.266, -1.519, -3.026], [-7.104, -2.439, -1.213], [2.707, 3.415, -2.898], [2.931, 1.819, -2.182], [2.182, 4.582, -1.685], [4.193, 3.958, -3.682], [1.928, 3.343, -3.651], [-0.500, 5.444, -4.987], [-0.299, 3.839, -4.280], [-1.012, 6.603, -3.764], [1.005, 5.968, -5.752], [-1.268, 5.388, -5.747], [4.053, -5.146, 1.171], [3.437, -5.665, -0.402], [4.280, -3.366, 1.206], [2.961, -5.652, 2.467], [5.012, -5.620, 1.330], [0.603, 9.178, -7.517], [-0.531, 8.582, -8.734], [1.997, 9.941, -8.279], [-0.200, 10.301, -6.416], [0.953, 8.332, -6.941], [1.930, -9.730, 0.317], [3.523, -9.345, 0.970], [0.664, -8.939, 1.257], [1.827, -9.263, -1.384], [1.784, -10.800, 0.384], [8.519, -5.654, 0.544], [7.349, -4.484, 1.166], [7.776, -7.248, 0.396], [9.167, -5.120, -1.006], [9.338, -5.724, 1.249], [1.007, -7.697, 5.036], [2.359, -8.775, 4.705], [-0.525, -8.478, 4.639], [1.022, -7.180, 6.727], [1.111, -6.817, 4.413], [4.130, 13.795, -8.408], [2.730, 13.182, -7.528], [4.805, 12.532, -9.440], [3.700, 15.217, -9.362], [4.883, 14.084, -7.690], [-11.339, -0.981, -5.550], [-12.552, 0.182, -5.013], [-12.012, -2.609, -5.597], [-10.699, -0.525, -7.134], [-10.522, -0.971, -4.841], [-1.785, -4.596, 8.191], [-2.410, -5.133, 6.634], [-1.542, -2.850, 8.195], [-2.873, -5.076, 9.500], [-0.827, -5.074, 8.354], [-9.618, 2.579, -8.786], [-8.047, 3.076, -8.155], [-10.923, 3.353, -7.882], [-9.745, 2.953, -10.506], [-9.710, 1.509, -8.663], [4.025, -11.692, 7.214], [5.749, -11.735, 6.834], [3.526, -10.062, 7.674], [3.072, -12.276, 5.848], [3.846, -12.354, 8.055], [2.995, -15.699, 8.899], [4.666, -15.969, 8.404], [2.714, -13.983, 9.222], [1.876, -16.291, 7.672], [2.817, -16.248, 9.815], [8.575, 12.783, -7.689], [7.422, 13.908, -6.960], [7.847, 11.196, -7.940], [9.196, 13.434, -9.207], [9.406, 12.669, -7.004], [-3.394, -8.334, 11.417], [-2.035, -9.405, 11.070], [-4.926, -9.123, 11.035], [-3.364, -7.811, 13.103], [-3.299, -7.457, 10.790], [1.771, -0.175, 9.413], [2.594, -0.601, 7.910], [0.479, 0.989, 9.106], [1.133, -1.617, 10.204], [2.492, 0.286, 10.076], [-14.080, 4.501, -10.184], [-15.302, 5.651, -9.635], [-14.747, 2.868, -10.248], [-13.444, 4.976, -11.761], [-13.264, 4.507, -9.472], [8.601, 7.141, -6.890], [8.223, 5.969, -5.626], [7.141, 7.980, -7.418], [9.816, 8.292, -6.327], [9.010, 6.606, -7.737]], "lowdin_charge": [-0.101, -0.228, -0.243, 0.022, -0.152, -0.019, -0.096, 0.033, -0.227, 0.106, -0.053, -0.197, -0.110, -0.236, -0.248, -0.084, -0.032, -0.336, 0.056, -0.113, -0.089, 0.003, -0.049, -0.083, -0.361, 0.616, -0.401, 0.543, -0.248, 0.116, 0.045, 0.067, 0.068, 0.107, 0.106, 0.100, 0.020, 0.104, 0.116, 0.094, 0.073, 0.080, 0.105, 0.094, 0.112, 0.122, 0.127, 0.114, 0.106, 0.017, -1.568, 0.521, 0.524, 0.525, -0.109, -1.532, 0.598, 0.604, 0.534, -0.085, -1.506, 0.582, 0.546, 0.562, 0.018, -1.471, 0.525, 0.728, 0.528, -0.052, -1.562, 0.521, 0.508, 0.522, -0.063, -1.540, 0.507, 0.513, 0.520, 0.013, -1.530, 0.554, 0.534, 0.535, 0.013, -1.544, 0.496, 0.521, 0.521, -0.019, -1.558, 0.509, 0.507, 0.529, -0.056, -1.545, 0.530, 0.532, 0.539, -0.033, -1.547, 0.525, 0.518, 0.547, -0.005, -1.562, 0.530, 0.522, 0.528, -0.047, -1.575, 0.524, 0.506, 0.513, -0.102, -1.525, 0.535, 0.577, 0.535, 0.013, -1.527, 0.552, 0.492, 0.532, 0.013, -1.566, 0.520, 0.523, 0.519, -0.057, -1.553, 0.514, 0.519, 0.507, 0.011, -1.561, 0.520, 0.517, 0.515, -0.026, -1.546, 0.523, 0.504, 0.516, 0.013]}

---

(3)
{"formula": "C5H13NO", "method": "ωB97M-V with the def2-TZVPD basis set", "total_charge": 1, "homo_energy_ev": [-14.374, -14.373], "de_lowest_ev": 1.538, "multiplicity": 2, "s2": 0.755, "homo_lumo_gap_ev": [10.14, 5.18], "elements": ["C", "C", "C", "H", "H", "H", "H", "H", "H", "H", "H", "C", "C", "O", "N", "H", "H", "H", "H", "H"], "coordinates": [[1.062, -1.213, -1.449], [-0.022, -1.603, -2.479], [0.827, 0.282, -1.056], [1.151, -1.879, -0.591], [2.071, -1.283, -1.867], [-0.029, -0.841, -3.254], [-1.009, -1.680, -2.027], [-0.249, 0.443, -1.121], [1.289, 0.558, -0.111], [0.277, -2.558, -2.901], [1.246, 0.908, -1.845], [-1.795, 1.357, 1.795], [-0.576, 0.476, 2.087], [-0.729, -0.746, 1.968], [0.595, 0.980, 2.405], [-1.648, 2.316, 2.277], [-2.657, 0.805, 2.173], [1.362, 0.403, 2.720], [0.774, 1.964, 2.560], [-1.940, 1.311, 0.715]], "lowdin_charge": [-0.297, -0.110, -0.126, 0.086, 0.100, 0.076, 0.069, 0.053, 0.039, 0.072, 0.079, 0.099, -0.430, 0.363, 0.263, 0.115, 0.116, 0.160, 0.160, 0.113]}

---

(4)
{"formula": "C8H14O", "method": "ωB97M-V with the def2-TZVPD basis set", "homo_energy_ev": -7.689, "de_lowest_ev": 6.000, "homo_lumo_gap_ev": 8.12, "elements": ["C", "C", "C", "C", "C", "C", "O", "C", "C", "H", "H", "H", "H", "H", "H", "H", "H", "H", "H", "H", "H", "H", "H"], "coordinates": [[-0.237, -0.110, 0.496], [0.231, -0.732, -0.651], [1.615, 0.766, -0.264], [-1.234, 0.997, 0.534], [-0.127, -0.402, -2.067], [2.292, 1.007, 1.059], [0.097, -0.674, 1.653], [-1.830, -2.113, -0.248], [-2.972, -2.234, 0.191], [-0.409, -0.294, 2.381], [0.809, -1.627, -0.476], [1.187, 1.648, -0.733], [2.259, 0.240, -0.964], [-1.030, 1.677, 1.364], [-1.259, 1.563, -0.392], [-2.206, 0.514, 0.668], [0.773, -0.290, -2.676], [-0.720, -1.229, -2.450], [-0.722, 0.505, -2.152], [2.547, 0.069, 1.555], [3.223, 1.561, 0.899], [1.676, 1.593, 1.744], [-3.963, -2.435, 0.531]], "lowdin_charge": [-0.469, -0.192, -0.070, 0.012, -0.073, -0.123, 0.089, -0.180, -0.159, 0.140, 0.135, 0.094, 0.091, 0.099, 0.086, 0.093, 0.084, 0.073, 0.081, 0.082, 0.083, 0.074, -0.049]}

---

(5)
{"formula": "C3H10O3S", "method": "ωB97M-V with the def2-TZVPD basis set", "total_charge": -2, "homo_energy_ev": 0.096, "de_lowest_ev": 0.835, "homo_lumo_gap_ev": 5.83, "elements": ["C", "O", "C", "C", "S", "H", "H", "H", "H", "H", "H", "H", "H", "O", "H", "H", "O"], "coordinates": [[0.385, 0.876, 0.418], [1.010, 2.142, 0.502], [0.418, 0.258, -0.996], [0.023, -1.217, -0.916], [0.008, -2.164, -2.493], [0.987, 0.231, 1.076], [-0.672, 0.982, 0.694], [1.408, 0.367, -1.421], [-0.290, 0.816, -1.614], [-0.997, -1.305, -0.567], [0.724, -1.716, -0.243], [-1.239, -1.936, 1.814], [-1.826, -0.622, 1.355], [-1.856, -1.249, 2.083], [0.852, 2.633, 1.546], [0.020, 3.968, 2.355], [0.522, 3.211, 2.660]], "lowdin_charge": [-0.370, -0.257, -0.300, -0.817, -0.047, 0.104, 0.091, 0.085, 0.090, -0.002, 0.027, 0.025, -0.001, -0.080, -0.031, -0.106, -0.410]}